ORCA calculation (ωB97M-V/def2-TZVPD) on C5H12ClHoNiO2 as an isolated structure in a non-equilibrium geometry.

```
22
Properties=species:S:1:pos:R:3:forces:R:3:lowdin_spin:R:1
Ho 0.975 -0.806 -1.364 -1.3 1.5 -0.1 4.07
Cl 2.510 -2.586 -2.240 0.4 -1.0 -0.2 0.00
C 2.164 0.874 -2.485 0.4 0.4 -0.2 0.00
C -0.995 -0.774 -2.864 -0.2 -1.0 -0.5 0.08
H 1.960 1.148 -3.523 -0.1 0.0 -0.2 0.00
H 2.012 1.780 -1.879 0.0 -0.1 -0.1 0.00
H 3.229 0.602 -2.416 0.1 0.0 0.0 0.00
H -0.574 -0.110 -3.631 0.0 -0.2 0.1 0.01
H -2.083 -0.830 -3.021 0.2 -0.3 -0.2 0.01
H -0.561 -1.793 -2.999 -0.4 -0.1 -0.4 0.01
Ni -1.616 0.151 -1.121 0.4 -0.1 0.2 1.23
C -1.335 -1.010 0.427 0.0 -0.5 0.4 0.05
C -1.076 1.692 -1.818 -0.4 2.2 -0.7 0.40
H -2.407 -1.163 0.678 0.2 -0.1 0.1 0.02
H -0.887 -2.016 0.331 -0.1 -0.1 0.4 0.00
H -0.846 -0.467 1.250 -0.2 -0.5 -0.1 0.01
H -0.906 1.875 -2.914 0.3 0.0 0.8 0.04
H -0.955 2.644 -1.245 0.1 -0.2 -0.4 0.07
O 1.187 -0.499 2.338 1.0 0.5 -0.4 0.00
C 2.002 0.069 1.601 -0.6 -0.5 -0.3 0.00
O 2.078 0.006 0.312 0.2 0.0 1.8 0.00
H 2.792 0.712 2.056 -0.1 0.0 0.0 0.00
```
Positions in Å, forces in eV/Å.

Calculated values
- Total charge: -2
- Energy relative to the best compared isomer or geometry (same formula, charge and spin): 0.049 eV
- Maximum force: 0.0463 hartree/bohr
- Kohn-Sham gap (spin up / spin down): 4.55 / 5.06 eV
- HOMO level (spin up / spin down): 1.1 / 0.5 eV
- Multiplicity: 7
- ⟨S²⟩: 12.022
- E_tot: -88835.779 eV